{"formula": "C76H159F6N6O6", "method": "the ωB97M-V functional and the def2-TZVPD basis", "molar_mass_g_mol": 1367.132, "e_homo_ev": -8.50, "gap_ev": 2.0, "total_charge": 3, "max_force_ev_per_a": 5.4, "species": ["C", "C", "O", "O", "H", "H", "H", "C", "C", "C", "C", "N", "C", "C", "C", "C", "C", "C", "C", "H", "H", "H", "H", "H", "H", "H", "H", "H", "H", "H", "H", "H", "H", "H", "H", "H", "H", "H", "H", "H", "H", "H", "H", "C", "C", "C", "C", "N", "C", "C", "C", "C", "C", "C", "C", "H", "H", "H", "H", "H", "H", "H", "H", "H", "H", "H", "H", "H", "H", "H", "H", "H", "H", "H", "H", "H", "H", "H", "H", "C", "C", "C", "C", "N", "C", "C", "C", "C", "C", "C", "C", "H", "H", "H", "H", "H", "H", "H", "H", "H", "H", "H", "H", "H", "H", "H", "H", "H", "H", "H", "H", "H", "H", "H", "H", "C", "C", "C", "C", "N", "C", "C", "C", "C", "C", "C", "C", "H", "H", "H", "H", "H", "H", "H", "H", "H", "H", "H", "H", "H", "H", "H", "H", "H", "H", "H", "H", "H", "H", "H", "H", "C", "C", "C", "C", "N", "C", "C", "C", "C", "C", "C", "C", "H", "H", "H", "H", "H", "H", "H", "H", "H", "H", "H", "H", "H", "H", "H", "H", "H", "H", "H", "H", "H", "H", "H", "H", "C", "C", "C", "C", "N", "C", "C", "C", "C", "C", "C", "C", "H", "H", "H", "H", "H", "H", "H", "H", "H", "H", "H", "H", "H", "H", "H", "H", "H", "H", "H", "H", "H", "H", "H", "H", "C", "O", "O", "C", "F", "F", "F", "C", "C", "H", "H", "H", "H", "H", "H", "C", "O", "O", "C", "F", "F", "F", "C", "C", "H", "H", "H", "H", "H", "H"], "xyz": [[12.358, 19.127, -5.866], [13.177, 18.364, -4.829], [12.868, 17.166, -4.698], [14.075, 19.016, -4.321], [12.736, 19.017, -6.882], [12.372, 20.191, -5.631], [11.321, 18.793, -5.867], [3.433, 16.628, -5.989], [3.187, 17.527, -7.158], [4.477, 18.169, -7.652], [5.578, 17.164, -8.197], [6.967, 17.737, -8.518], [7.912, 16.649, -9.108], [9.068, 17.442, -9.754], [8.434, 18.776, -10.256], [7.004, 18.759, -9.693], [7.604, 18.511, -7.283], [7.667, 17.570, -6.118], [8.713, 18.029, -5.101], [4.183, 15.842, -6.078], [2.567, 16.108, -5.579], [3.708, 17.310, -5.184], [2.478, 18.201, -6.677], [2.658, 17.073, -7.995], [4.956, 18.807, -6.909], [4.248, 18.894, -8.432], [5.267, 16.645, -9.103], [5.797, 16.430, -7.422], [8.329, 16.050, -8.298], [7.345, 16.073, -9.840], [9.874, 17.469, -9.020], [9.452, 16.916, -10.629], [8.893, 19.754, -10.107], [8.334, 18.717, -11.339], [6.684, 19.776, -9.464], [6.361, 18.408, -10.499], [7.022, 19.401, -7.044], [8.633, 18.747, -7.553], [7.816, 16.541, -6.447], [6.687, 17.652, -5.648], [8.489, 17.624, -4.115], [8.581, 19.110, -5.050], [9.752, 17.713, -5.193], [9.715, 22.130, -4.214], [9.677, 21.642, -2.789], [10.754, 20.590, -2.415], [10.832, 20.146, -0.921], [11.526, 18.718, -0.644], [11.772, 18.385, 0.881], [12.906, 19.247, 1.306], [13.861, 19.241, 0.120], [13.034, 18.779, -1.057], [10.915, 17.552, -1.416], [9.477, 17.277, -0.961], [8.888, 15.976, -1.452], [9.441, 21.399, -4.975], [10.712, 22.558, -4.322], [9.012, 22.960, -4.289], [8.704, 21.161, -2.688], [9.664, 22.415, -2.020], [11.666, 21.158, -2.600], [10.765, 19.839, -3.205], [9.817, 19.978, -0.561], [11.230, 20.938, -0.286], [11.943, 17.321, 1.046], [10.801, 18.529, 1.356], [13.414, 18.814, 2.168], [12.695, 20.222, 1.744], [14.801, 18.709, 0.266], [14.092, 20.240, -0.250], [13.375, 17.762, -1.250], [13.346, 19.304, -1.960], [11.476, 16.660, -1.140], [11.053, 17.730, -2.482], [8.816, 17.986, -1.458], [9.305, 17.482, 0.096], [7.889, 15.705, -1.113], [9.439, 15.151, -1.001], [9.044, 15.914, -2.529], [15.171, 15.446, 6.842], [14.218, 15.460, 5.668], [14.742, 14.929, 4.393], [14.609, 13.437, 4.086], [15.482, 12.954, 2.909], [17.045, 12.924, 3.213], [17.584, 11.698, 2.652], [16.466, 10.772, 2.988], [15.231, 11.464, 2.632], [15.203, 13.913, 1.651], [13.773, 13.823, 0.992], [13.642, 14.900, -0.109], [15.660, 14.490, 7.030], [14.590, 15.767, 7.706], [15.919, 16.229, 6.721], [14.002, 16.518, 5.522], [13.199, 15.147, 5.893], [15.808, 15.139, 4.299], [14.331, 15.632, 3.669], [13.599, 13.069, 3.911], [14.926, 12.879, 4.966], [17.560, 13.762, 2.742], [17.200, 13.025, 4.287], [17.658, 11.893, 1.582], [18.529, 11.488, 3.153], [16.680, 9.856, 2.437], [16.498, 10.475, 4.037], [15.117, 11.240, 1.572], [14.373, 11.205, 3.252], [15.947, 13.584, 0.925], [15.399, 14.894, 2.084], [12.937, 13.896, 1.688], [13.749, 12.837, 0.527], [12.754, 14.658, -0.693], [14.601, 14.970, -0.621], [13.561, 15.837, 0.442], [22.114, 19.348, -7.733], [21.042, 18.368, -7.301], [20.197, 18.749, -6.059], [19.236, 17.564, -5.617], [17.796, 17.941, -5.237], [16.972, 16.725, -4.609], [16.448, 15.958, -5.850], [16.369, 17.013, -7.029], [17.001, 18.345, -6.510], [17.766, 19.092, -4.148], [18.644, 18.761, -2.898], [18.329, 19.739, -1.799], [21.708, 20.298, -8.081], [22.613, 18.948, -8.616], [22.856, 19.499, -6.949], [21.529, 17.402, -7.168], [20.430, 18.131, -8.171], [19.670, 19.655, -6.358], [20.856, 18.951, -5.214], [19.528, 17.074, -4.689], [19.080, 16.743, -6.317], [16.161, 17.224, -4.078], [17.578, 16.204, -3.867], [15.390, 15.724, -5.728], [17.016, 15.063, -6.106], [15.409, 17.202, -7.510], [17.078, 16.533, -7.703], [16.198, 19.005, -6.180], [17.665, 18.897, -7.176], [16.718, 19.253, -3.896], [18.062, 19.998, -4.677], [19.692, 18.881, -3.174], [18.475, 17.766, -2.486], [18.650, 19.439, -0.801], [17.255, 19.738, -1.616], [18.678, 20.723, -2.112], [12.962, 15.272, -8.764], [13.507, 14.045, -8.084], [12.632, 13.258, -7.054], [12.188, 14.028, -5.786], [11.883, 13.030, -4.647], [11.151, 13.833, -3.568], [10.161, 12.734, -2.866], [10.172, 11.508, -3.758], [10.869, 11.919, -5.030], [13.192, 12.504, -4.063], [14.262, 13.563, -3.756], [15.392, 12.977, -2.924], [13.450, 15.653, -9.661], [12.740, 16.086, -8.073], [11.999, 14.958, -9.166], [14.435, 14.206, -7.536], [13.825, 13.442, -8.934], [13.204, 12.385, -6.738], [11.795, 12.831, -7.606], [11.264, 14.578, -5.964], [12.985, 14.734, -5.553], [11.904, 14.297, -2.931], [10.512, 14.604, -3.999], [10.641, 12.431, -1.935], [9.154, 13.007, -2.551], [10.667, 10.644, -3.315], [9.195, 11.140, -4.074], [11.243, 11.104, -5.648], [10.136, 12.441, -5.646], [13.644, 11.805, -4.766], [12.850, 11.932, -3.200], [13.896, 14.475, -3.285], [14.710, 13.854, -4.706], [14.916, 12.563, -2.034], [16.039, 13.816, -2.668], [15.998, 12.247, -3.460], [18.053, 27.428, -2.425], [17.653, 26.827, -3.826], [16.743, 25.536, -3.557], [16.382, 24.842, -4.949], [15.463, 23.561, -4.935], [14.178, 23.915, -4.152], [14.462, 23.267, -2.719], [15.183, 21.941, -3.200], [16.177, 22.375, -4.259], [15.125, 23.272, -6.417], [14.124, 22.182, -6.726], [14.201, 21.776, -8.178], [18.934, 26.988, -1.957], [17.201, 27.616, -1.771], [18.526, 28.400, -2.566], [18.582, 26.584, -4.342], [16.989, 27.566, -4.274], [15.826, 25.804, -3.033], [17.244, 24.770, -2.965], [17.276, 24.521, -5.484], [15.908, 25.603, -5.568], [13.274, 23.459, -4.556], [14.000, 24.989, -4.092], [13.565, 23.020, -2.152], [15.150, 23.868, -2.124], [14.377, 21.321, -3.592], [15.694, 21.486, -2.352], [16.355, 21.649, -5.052], [17.156, 22.674, -3.886], [16.094, 23.205, -6.913], [14.682, 24.207, -6.760], [13.129, 22.481, -6.397], [14.434, 21.288, -6.185], [13.465, 21.018, -8.445], [15.116, 21.228, -8.401], [14.097, 22.611, -8.871], [6.659, 23.040, -8.222], [7.790, 22.135, -8.205], [5.907, 22.787, -9.349], [5.847, 23.071, -6.892], [6.687, 22.917, -5.871], [5.092, 24.228, -6.576], [4.871, 22.085, -6.754], [9.061, 22.701, -7.731], [10.003, 21.529, -7.786], [10.978, 21.826, -7.400], [9.535, 20.702, -7.252], [10.162, 21.127, -8.786], [8.986, 23.161, -6.746], [9.345, 23.553, -8.350], [7.047, 24.046, -8.379], [16.158, 19.908, -12.382], [14.790, 19.482, -12.101], [16.534, 19.036, -13.443], [16.354, 21.498, -12.385], [15.597, 22.044, -13.320], [16.040, 22.059, -11.200], [17.681, 21.902, -12.712], [14.417, 19.442, -10.748], [13.108, 18.742, -10.667], [12.261, 19.209, -11.169], [13.215, 17.754, -11.116], [12.925, 18.627, -9.599], [14.201, 20.435, -10.352], [15.102, 18.921, -10.079], [16.852, 19.649, -11.583]], "atomic_forces_ev_per_a": [[-0.7, 0.5, 0.1], [-1.7, 0.0, -2.5], [0.1, -1.4, 1.0], [2.4, 0.8, 1.9], [0.2, -0.2, 0.0], [0.0, 0.1, -0.1], [0.1, 0.0, -0.1], [0.2, -0.9, 1.3], [-0.1, -0.5, -0.1], [1.2, 0.6, -1.1], [-0.1, 0.5, 0.6], [0.4, 1.9, -0.6], [0.3, 1.3, 0.6], [-0.3, 0.1, -0.2], [-0.5, -0.5, 0.0], [-0.2, 0.1, -0.5], [0.2, -1.8, -1.3], [-0.2, -0.1, 0.7], [-0.5, -0.2, 0.7], [0.3, 0.1, -0.2], [-0.3, 0.1, -0.4], [0.5, -0.2, 0.3], [0.2, 0.9, -0.9], [0.1, -0.2, 0.0], [-0.1, -0.2, 0.5], [0.0, -0.1, -0.3], [-0.1, 0.1, 0.0], [-0.2, -0.2, -0.2], [-0.5, -0.3, -0.1], [-0.1, 0.0, 0.3], [0.1, 0.6, -0.2], [0.1, -0.2, 0.2], [0.5, -0.4, 0.6], [0.1, -0.1, 0.0], [-0.3, -0.1, 0.7], [-0.4, -0.4, 0.4], [0.1, 0.0, -0.5], [-0.3, 0.4, -0.5], [0.0, 0.0, 0.2], [0.0, -0.5, 0.3], [-0.5, 0.1, 0.2], [0.6, 0.1, 0.3], [0.0, 0.3, -0.9], [0.5, 1.0, 0.7], [-1.4, -1.8, 1.3], [1.2, 1.1, -0.2], [-1.4, -1.6, -0.5], [2.8, 0.5, -0.4], [-2.5, 0.6, -0.7], [1.3, 0.0, 1.4], [-0.5, 2.0, -0.7], [0.5, -1.7, -0.4], [-0.7, 0.0, 1.2], [-1.3, 1.5, -1.0], [1.3, -1.4, 0.7], [0.4, -0.1, 0.1], [0.2, 0.0, -0.9], [0.0, 0.0, -0.2], [-0.3, -0.1, 0.3], [0.2, 0.4, -0.3], [0.6, -0.2, -0.1], [-0.2, -0.6, 0.4], [-0.1, 0.0, 0.1], [0.6, -0.4, 0.0], [0.4, -0.1, -0.8], [0.2, 0.5, 0.3], [-0.1, -0.5, 0.0], [-0.6, 0.2, -0.7], [-0.3, -0.2, -0.1], [0.6, 0.4, 1.1], [-0.7, -0.3, -0.3], [-1.1, 0.2, -0.3], [0.5, 0.2, -0.1], [-0.1, 0.0, 0.0], [0.1, 0.7, 0.1], [0.3, -0.4, 0.1], [-0.3, 0.8, -0.4], [0.5, -0.3, -0.1], [-0.5, -0.1, -0.1], [-0.4, 0.2, 0.5], [-0.6, 1.0, 1.2], [0.7, 0.0, -1.8], [0.2, -0.2, 0.2], [0.4, 0.7, -0.9], [-0.6, 3.1, 0.6], [-0.2, 0.2, 0.1], [1.8, -2.7, 0.7], [-1.1, 0.6, -0.3], [-0.7, -1.2, 1.2], [1.4, -0.5, 0.1], [0.6, -0.4, 1.7], [-0.1, 0.0, 0.1], [0.2, -0.3, 0.3], [0.2, -0.2, -0.2], [0.2, 0.2, -0.3], [0.1, -0.9, 0.2], [0.3, 0.1, 0.4], [-0.4, -0.7, -0.8], [-0.1, 0.4, -0.3], [0.3, -0.1, 0.0], [-0.6, 0.5, 0.1], [-0.4, -0.1, 0.1], [0.5, -0.7, -0.2], [0.1, -0.3, -0.5], [-0.8, -0.3, 0.0], [0.1, 0.2, 0.1], [-0.8, 0.7, -0.1], [0.0, -0.3, -0.5], [0.0, 0.3, 0.0], [0.2, -0.1, -0.5], [0.2, 0.0, 0.2], [-0.3, -0.1, 0.0], [0.3, 0.4, -0.3], [-0.4, -0.1, -0.7], [-0.4, 0.3, -0.4], [0.0, 0.2, -0.2], [0.0, -0.9, -0.1], [-0.3, -1.4, -0.7], [-0.8, 0.3, 0.7], [-0.8, 1.0, 0.9], [0.3, 1.1, -1.6], [-1.3, 1.4, 0.4], [2.5, -0.2, 0.4], [-0.5, -1.0, 1.2], [0.4, -1.3, -0.7], [-0.2, 0.3, -0.8], [-0.8, 0.2, 0.4], [-0.1, 0.2, 0.3], [0.1, -0.1, 0.1], [0.0, 0.2, -0.1], [0.2, -0.1, 0.6], [-0.6, 0.4, 0.1], [-0.3, 0.0, 0.4], [0.0, 0.2, -0.1], [0.8, 0.1, -0.1], [0.4, 0.3, -0.5], [-0.2, 0.0, -0.2], [0.2, -0.1, -0.4], [0.1, -0.5, 0.6], [0.0, 0.2, 0.0], [0.1, -0.3, 0.3], [-0.4, 0.6, -0.9], [0.0, 0.1, 0.1], [0.0, -0.3, -0.1], [-0.2, -0.4, 0.1], [0.5, -0.1, 0.2], [0.0, -0.3, 0.0], [0.0, -0.2, -0.5], [0.9, 0.2, -0.3], [-0.4, 0.4, -0.4], [-0.1, 0.2, 0.6], [-1.6, 0.3, 0.4], [1.1, -0.4, 0.5], [-0.2, 0.1, -0.9], [-0.1, -1.1, -1.7], [0.3, 1.4, -0.2], [-1.8, -1.8, 0.6], [1.7, 0.4, 0.7], [0.2, -0.7, -0.7], [0.0, 1.1, -0.5], [-0.4, -0.1, 0.0], [0.0, -0.3, -0.8], [-0.4, 0.4, 0.1], [0.7, -0.2, 0.4], [0.1, 0.2, 0.0], [-0.4, 0.1, -0.1], [0.3, 0.5, -0.1], [-0.2, -0.8, 0.4], [0.3, 0.0, -0.1], [-0.4, 0.1, 0.2], [0.1, 0.0, 0.1], [-0.4, 0.0, 0.8], [-0.3, -0.1, 0.0], [0.4, 0.0, -0.4], [0.0, 0.1, 0.2], [0.2, 0.7, -0.5], [0.1, 0.1, 0.2], [-0.2, 0.2, 0.3], [0.6, 0.2, 0.3], [0.1, 0.2, -0.1], [-0.4, -0.1, -0.1], [0.3, 0.0, 0.3], [-0.2, 0.0, 0.0], [-0.2, 0.2, -0.1], [0.5, -0.3, 0.3], [0.2, -0.2, 0.3], [-0.2, -0.2, 0.1], [0.7, 0.7, -1.1], [-1.0, -1.0, 2.8], [0.5, -0.7, -2.0], [0.0, 0.2, 0.9], [-0.3, 1.6, -0.3], [0.6, -0.9, 2.2], [0.8, -0.6, -2.1], [-0.5, 1.1, 1.1], [-1.1, 0.5, -0.6], [-0.1, 1.4, 0.3], [1.0, -0.8, 0.8], [-0.1, -0.3, -0.7], [-0.6, -1.0, 0.3], [0.1, -0.4, 0.1], [-0.5, 0.5, -0.5], [-0.4, 0.1, -0.5], [0.5, -0.1, -0.6], [0.1, 0.3, -0.1], [0.3, 0.3, 0.3], [0.1, 0.0, 0.2], [-0.3, -0.3, -0.1], [0.4, -0.2, -0.4], [0.4, -0.1, -0.3], [0.0, 0.3, -0.1], [-0.2, 0.1, 0.0], [0.4, -0.5, -0.2], [-0.1, -0.3, -0.1], [-0.2, -0.1, 0.1], [-0.2, 0.3, 0.2], [-0.1, -0.5, -0.1], [0.1, 0.2, -0.1], [0.0, -0.1, -0.2], [-0.4, -0.2, 0.5], [-0.5, 0.3, 0.2], [0.4, 0.5, 0.0], [0.0, -0.1, -0.1], [-2.5, 0.6, -4.7], [1.2, 0.3, 1.8], [0.9, -0.4, 2.9], [-2.5, 0.0, 0.2], [0.6, -0.2, 1.3], [1.8, -1.4, -1.1], [1.4, 0.5, -0.3], [-1.7, -0.4, -0.9], [0.3, 0.2, -0.1], [0.1, -0.4, 0.3], [0.3, 0.0, 0.5], [-0.1, 0.4, -0.2], [-0.2, -0.4, 0.4], [0.1, -0.2, -0.5], [0.6, 0.7, 0.8], [2.1, -3.8, -2.9], [0.3, 1.2, 1.4], [-0.5, 3.8, 2.2], [0.9, -1.4, -2.6], [-0.4, 0.8, -0.1], [0.2, 0.2, 0.4], [-2.0, -0.9, 1.2], [-0.8, 1.0, -1.2], [-0.5, -1.2, 0.1], [0.2, 0.4, 0.1], [-0.1, -0.2, 0.0], [-0.6, -0.2, 0.3], [0.6, 0.4, 0.1], [0.7, -0.1, 0.0], [-0.1, -0.2, 1.4]]}